# 1
# C25H19N5O3PbS6

A structure of composition C25H19N5O3PbS6 (ωB97M-V/def2-TZVPD, the OMol25 dataset).

Computed properties:
relative energy (zero: lowest compared OMol25 entry of this formula, charge and spin): 47.3 kJ/mol
spin multiplicity: 1
charge: -2
HOMO-LUMO gap: 5.46 eV
maximum force: 0.40 eV/Å
total energy: -4045.6608 a.u.
E_HOMO: -1.104 eV

Geometry (Å):
Pb (-0.48407, 0.67866, 0.80067)
S (5.11313, 4.32449, 4.54794)
C (3.80949, 3.74931, 3.65622)
S (3.94121, 3.01131, 2.12701)
C (2.24999, 2.69594, 1.80277)
C (1.39389, 3.07762, 2.78219)
S (-0.34171, 2.96868, 2.83642)
S (2.18227, 3.81986, 4.16370)
S (1.91564, 1.97466, 0.23506)
O (-2.85545, -0.30900, 0.22696)
C (-4.01440, 0.15782, 0.02811)
C (-5.15823, -0.71155, 0.08857)
C (-6.43913, -0.28198, -0.13602)
C (-6.69783, 1.06255, -0.44142)
C (-5.62383, 1.92640, -0.50334)
C (-4.29913, 1.53164, -0.27892)
C (-3.23379, 2.53544, -0.39404)
N (-1.92264, 2.40001, -0.27166)
C (-1.35012, 3.62906, -0.51748)
C (-2.31765, 4.53065, -0.79547)
N (-3.50557, 3.83217, -0.71130)
H (-4.94574, -1.74757, 0.32587)
H (-7.26040, -0.98974, -0.07605)
H (-7.70397, 1.41754, -0.62288)
H (-5.84387, 2.96179, -0.74394)
H (-0.28155, 3.75562, -0.45870)
H (-2.28258, 5.58173, -1.01814)
H (-4.42062, 4.21722, -0.83830)
C (7.07885, -0.80754, 0.90949)
C (5.67725, -1.35205, 0.82780)
C (5.28453, -2.43960, 1.60415)
C (3.98998, -2.92522, 1.54265)
C (3.06955, -2.32264, 0.69300)
C (3.43875, -1.23547, -0.08277)
C (4.73933, -0.75961, -0.00732)
S (1.45017, -3.04101, 0.65006)
O (1.59715, -4.39033, 0.12794)
O (0.90945, -2.94430, 1.98335)
N (0.70302, -2.05872, -0.34525)
C (-0.29732, -2.41776, -1.12362)
C (-0.88463, -3.71544, -1.26868)
C (-1.91488, -3.91777, -2.13300)
C (-2.43224, -2.85461, -2.90047)
C (-1.85529, -1.63388, -2.73810)
N (-0.82193, -1.42154, -1.89540)
H (7.74609, -1.51019, 1.41084)
H (7.10032, 0.13065, 1.46850)
H (7.48026, -0.60584, -0.08520)
H (5.99866, -2.89968, 2.27893)
H (3.68213, -3.76097, 2.15839)
H (2.70232, -0.74869, -0.70196)
H (5.01699, 0.11000, -0.59169)
H (-0.47982, -4.51232, -0.66511)
H (-2.35126, -4.90666, -2.21316)
H (-3.26429, -2.97769, -3.57722)
H (-2.20388, -0.74825, -3.25036)
N (-0.17173, 0.70380, -2.69508)
C (-0.39766, 0.03088, -1.64611)
H (-0.21322, 0.13210, -3.54844)

Cartesian forces (eV/Å) of the 3 atoms listed first:
Pb -0.1 -0.4 -0.1
S -0.1 0.0 0.0
C 0.1 0.1 0.1

# 2
# C25H20AlN2O4S2

A structure of composition C25H20AlN2O4S2 (ωB97M-V/def2-TZVPD, the OMol25 dataset).

Computed properties:
relative energy (zero: lowest compared OMol25 entry of this formula, charge and spin): 0.0 kJ/mol
spin multiplicity: 1
charge: -1
HOMO-LUMO gap: 7.76 eV
maximum force: 0.14 eV/Å
total energy: -2414.2445 a.u.
E_HOMO: -5.190 eV

Geometry (Å):
Al (-0.03426, 1.38413, -0.67520)
C (0.80099, -5.64808, 3.05107)
C (0.33858, -4.83087, 1.87446)
C (0.70746, -5.17284, 0.57954)
C (0.31116, -4.39795, -0.50366)
C (-0.46358, -3.27053, -0.28877)
C (-0.85706, -2.92043, 0.99692)
C (-0.45205, -3.69854, 2.06617)
S (-0.96330, -2.24524, -1.65177)
O (-2.36314, -1.97043, -1.48679)
O (-0.53160, -2.93260, -2.84829)
N (-0.17815, -0.86477, -1.43106)
C (1.15383, -0.76834, -1.65033)
C (2.09621, -1.71083, -2.11486)
C (3.41299, -1.32837, -2.18290)
C (3.82278, -0.04040, -1.81357)
C (2.85804, 0.83821, -1.38827)
N (1.57300, 0.47642, -1.32180)
H (1.05320, -6.66560, 2.75157)
H (0.03275, -5.69846, 3.82327)
H (1.69094, -5.20474, 3.50386)
H (1.31061, -6.05826, 0.41179)
H (0.58503, -4.66620, -1.51523)
H (-1.46881, -2.04253, 1.15653)
H (-0.75321, -3.41870, 3.06933)
H (1.77151, -2.69131, -2.42253)
H (4.14987, -2.04285, -2.53106)
H (4.85816, 0.26238, -1.86123)
H (3.06817, 1.85584, -1.08216)
O (2.21960, 4.15906, 1.02053)
C (1.23980, 3.43809, 0.93996)
O (0.89811, 2.84139, -0.16162)
C (0.33894, 3.25970, 2.14045)
C (0.36849, 4.30257, 3.06768)
C (-0.40625, 4.28573, 4.21076)
C (-1.22580, 3.18803, 4.44856)
C (-1.25804, 2.14213, 3.54731)
C (-0.48703, 2.15013, 2.37668)
S (-0.60213, 0.68157, 1.38902)
H (1.03368, 5.12893, 2.85608)
H (-0.37118, 5.11249, 4.90909)
H (-1.84342, 3.14574, 5.33812)
H (-1.89449, 1.28602, 3.73375)
C (-3.05582, 3.23379, -3.90052)
C (-3.20378, 1.90842, -3.51189)
C (-2.32586, 1.34789, -2.59184)
C (-1.28248, 2.08792, -2.02327)
C (-1.16252, 3.42360, -2.43007)
C (-2.02958, 3.99237, -3.35639)
H (-3.73620, 3.67196, -4.62204)
H (-4.00366, 1.30654, -3.92807)
H (-2.46095, 0.30996, -2.31051)
H (-0.37524, 4.03910, -2.00650)
H (-1.90430, 5.02876, -3.65030)

Cartesian forces (eV/Å) of the 3 atoms listed first:
Al -0.1 0.1 0.0
C 0.0 0.0 0.0
C 0.0 0.0 0.0

# 3
# C25H20BClN8OTi

A structure of composition C25H20BClN8OTi (ωB97M-V/def2-TZVPD, the OMol25 dataset).

Computed properties:
relative energy (zero: lowest compared OMol25 entry of this formula, charge and spin): 0.0 kJ/mol
spin multiplicity: 1
HOMO-LUMO gap: 6.72 eV
maximum force: 0.37 eV/Å
total energy: -2812.6808 a.u.
E_HOMO: -7.137 eV

Geometry (Å):
Ti (-0.05943, 0.00708, 0.10311)
Cl (-5.23797, -4.03972, 1.24332)
C (-3.69850, -3.22806, 1.37947)
C (-2.61483, -3.91389, 1.91140)
C (-1.37869, -3.29602, 2.00952)
C (-1.23764, -1.97792, 1.57227)
O (-0.05906, -1.33734, 1.52184)
C (-2.34628, -1.29200, 1.06315)
C (-2.02253, 0.11458, 0.68706)
N (-1.96186, 0.49651, -0.65183)
C (-2.09560, 1.88507, -0.79426)
C (-3.03677, 2.45792, -1.61166)
C (-3.16603, 3.86046, -1.69986)
C (-2.36356, 4.69396, -0.97188)
C (-1.36306, 4.14644, -0.13467)
C (-0.44809, 4.93211, 0.60817)
C (0.54151, 4.32809, 1.32816)
C (0.64340, 2.92132, 1.29377)
N (-0.19994, 2.16479, 0.63634)
C (-1.22533, 2.75260, -0.06034)
C (-3.57880, -1.91630, 0.95334)
H (-2.74130, -4.93828, 2.23446)
H (-0.51918, -3.82918, 2.39303)
H (-2.29472, 0.86150, 1.43620)
H (-3.67867, 1.80417, -2.18670)
H (-3.92157, 4.28042, -2.35094)
H (-2.47134, 5.76913, -1.03426)
H (-0.53362, 6.01172, 0.58449)
H (1.25968, 4.90091, 1.89604)
H (1.45497, 2.41670, 1.80348)
H (-4.42930, -1.39254, 0.53691)
C (1.40279, 2.19717, -3.66644)
C (0.50814, 2.08928, -2.60294)
N (0.81587, 1.05964, -1.81548)
N (1.91250, 0.49092, -2.36785)
C (2.27767, 1.14765, -3.47532)
B (2.52240, -0.79437, -1.79224)
N (2.97413, -0.51645, -0.33994)
C (4.16007, -0.74608, 0.23456)
C (4.06483, -0.44281, 1.58123)
C (2.73870, -0.04870, 1.74651)
N (2.09460, -0.07973, 0.58344)
N (1.42676, -1.88275, -1.81951)
C (1.41724, -3.05948, -2.45889)
C (0.17317, -3.63892, -2.30101)
C (-0.54376, -2.71502, -1.54024)
N (0.22009, -1.66582, -1.25407)
H (1.40449, 2.92609, -4.45662)
H (-0.33834, 2.71936, -2.39513)
H (3.13080, 0.82047, -4.04522)
H (3.46166, -1.14719, -2.44695)
H (4.98648, -1.11137, -0.35097)
H (4.83336, -0.51570, 2.32921)
H (2.21097, 0.22074, 2.64778)
H (2.29322, -3.39639, -2.98704)
H (-0.16848, -4.58265, -2.68586)
H (-1.56182, -2.75672, -1.18695)

Cartesian forces (eV/Å) of the 3 atoms listed first:
Ti -0.3 0.0 -0.3
Cl 0.0 0.0 0.0
C 0.0 0.0 0.0

# 4
# C25H20Br2N4O7SV

A structure of composition C25H20Br2N4O7SV (ωB97M-V/def2-TZVPD, the OMol25 dataset).

Computed properties:
relative energy (zero: lowest compared OMol25 entry of this formula, charge and spin): 7.0 kJ/mol
spin multiplicity: 2
⟨S²⟩: 0.76
HOMO-LUMO gap (spin up / spin down): 6.93 / 7.47 eV
maximum force: 0.59 eV/Å
total energy: -8200.7373 a.u.
E_HOMO (spin up / spin down): -8.437 / -8.438 eV

Geometry (Å):
V (0.08783, 0.28435, 0.26218)
O (-2.10742, -2.53633, -2.36592)
C (-1.86144, -3.59860, -1.57068)
C (-2.56812, -4.76757, -1.85405)
C (-2.37155, -5.90350, -1.09894)
C (-1.46293, -5.90597, -0.04154)
C (-0.75831, -4.75701, 0.23950)
C (-0.94096, -3.59049, -0.51166)
C (-0.15726, -2.39757, -0.17016)
O (-0.50791, -1.24040, -0.72290)
N (0.87802, -2.47282, 0.60760)
N (1.43099, -1.20783, 0.67449)
C (2.70577, -1.11517, 0.77985)
C (3.40944, 0.11291, 0.50566)
C (4.76797, 0.23289, 0.83129)
C (5.49005, 1.34074, 0.45466)
C (4.86608, 2.34216, -0.29623)
C (3.53948, 2.23828, -0.65208)
C (2.78671, 1.13175, -0.24422)
O (1.50165, 1.06789, -0.57834)
H (-1.59077, -1.78015, -2.03678)
H (-3.26935, -4.74820, -2.67736)
H (-2.93352, -6.79910, -1.33153)
H (-1.31472, -6.79626, 0.55360)
H (-0.04844, -4.72854, 1.05477)
H (3.26550, -2.02901, 0.96911)
H (5.24143, -0.56536, 1.39047)
H (6.53319, 1.43070, 0.72365)
H (5.43239, 3.21074, -0.60699)
H (3.04496, 3.00243, -1.23652)
C (-4.88161, 0.99373, -1.98950)
C (-3.49217, 1.40491, -2.38148)
C (-3.22502, 2.41875, -3.29021)
C (-1.91568, 2.74297, -3.59831)
C (-0.91062, 2.03802, -2.95896)
Br (0.88745, 2.42615, -3.43603)
N (-1.12174, 1.08861, -2.06810)
C (-2.39730, 0.78008, -1.80544)
H (-5.62883, 1.61965, -2.47508)
H (-5.00621, 1.06847, -0.90834)
H (-5.07097, -0.04404, -2.26772)
H (-4.04023, 2.95415, -3.76228)
H (-1.67145, 3.51450, -4.31290)
H (-2.56451, 0.00743, -1.06507)
O (-3.28905, 0.38850, 1.41665)
S (-1.97539, 0.79830, 1.80437)
O (-1.82857, 1.51257, 3.03397)
O (-0.97545, -0.39350, 1.74054)
O (-1.29135, 1.56634, 0.63542)
Br (2.07869, 0.49359, 5.87694)
C (1.74890, 1.43450, 4.27900)
C (1.98659, 2.79414, 4.19491)
C (1.71938, 3.43311, 2.99581)
C (1.24096, 2.68864, 1.93518)
N (1.02424, 1.37758, 2.02836)
C (1.25307, 0.75588, 3.18177)
H (2.36245, 3.33879, 5.05004)
H (1.87444, 4.49660, 2.88521)
H (1.00855, 3.14394, 0.98129)
H (1.01270, -0.29732, 3.22901)

Cartesian forces (eV/Å) of the 3 atoms listed first:
V -0.1 0.0 -0.6
O 0.0 0.0 0.0
C 0.0 0.0 0.0

Question: The highest total energy belongs to which entry?
Answer: C25H20AlN2O4S2

Question: Which formula does entry 1 have?
Answer: C25H19N5O3PbS6